{"formula": "C22H32N4O3", "method": "ωB97M-V with the def2-TZVPD basis set", "species": ["C", "C", "C", "C", "C", "N", "C", "O", "N", "C", "C", "C", "C", "O", "N", "C", "C", "C", "N", "C", "C", "C", "C", "C", "C", "C", "C", "C", "O", "H", "H", "H", "H", "H", "H", "H", "H", "H", "H", "H", "H", "H", "H", "H", "H", "H", "H", "H", "H", "H", "H", "H", "H", "H", "H", "H", "H", "H", "H", "H", "H"], "xyz": [[-1.7923, 0.9310, 5.4058], [-0.5161, 1.6906, 5.7498], [0.7040, 1.1951, 4.9738], [1.1058, -0.2307, 5.3467], [2.4493, -0.6330, 4.7393], [2.4225, -0.5815, 3.2814], [3.0458, 0.4920, 2.6729], [3.6231, 1.3606, 3.2844], [2.9748, 0.5179, 1.3017], [2.3642, -0.4364, 0.5267], [2.3413, -0.3488, -0.8615], [1.7098, -1.3261, -1.6136], [1.7243, -1.1537, -3.1021], [2.5983, -0.5177, -3.6624], [0.7157, -1.7698, -3.7548], [0.4769, -1.5485, -5.1618], [-0.9163, -0.9730, -5.4137], [-1.1684, 0.3076, -4.6083], [-1.3657, 0.0002, -3.1990], [-0.8022, 0.9676, -2.2761], [-1.6145, 2.2629, -2.1750], [-3.0451, 1.9328, -1.7574], [-3.6453, 0.9287, -2.7378], [-2.7403, -0.3056, -2.8419], [1.1142, -2.4188, -0.9772], [1.1398, -2.5120, 0.3964], [1.7540, -1.5217, 1.1629], [1.7761, -1.6205, 2.6261], [1.2768, -2.5342, 3.2478], [-1.7174, -0.1122, 5.7007], [-1.9836, 0.9734, 4.3353], [-2.6433, 1.3689, 5.9227], [-0.3205, 1.6044, 6.8209], [-0.6636, 2.7498, 5.5257], [1.5463, 1.8615, 5.1724], [0.4895, 1.2481, 3.9031], [0.3477, -0.9395, 5.0129], [1.1942, -0.3126, 6.4316], [2.6899, -1.6592, 5.0271], [3.2385, 0.0446, 5.0680], [3.4409, 1.2954, 0.8533], [2.8193, 0.4750, -1.3702], [-0.0847, -2.0715, -3.2216], [1.2512, -0.8591, -5.5090], [0.5877, -2.4960, -5.7028], [-1.0148, -0.7561, -6.4781], [-1.6690, -1.7190, -5.1509], [-2.0274, 0.8373, -5.0437], [-0.2949, 0.9555, -4.7064], [0.2243, 1.1817, -2.5820], [-0.7660, 0.4899, -1.2897], [-1.1492, 2.9316, -1.4492], [-1.6201, 2.7662, -3.1445], [-3.6521, 2.8401, -1.7262], [-3.0363, 1.4985, -0.7543], [-4.6397, 0.6214, -2.4105], [-3.7468, 1.3960, -3.7200], [-3.1462, -1.0048, -3.5767], [-2.7162, -0.8106, -1.8697], [0.6591, -3.2073, -1.5561], [0.6926, -3.3465, 0.9146]], "forces_ev_per_a": [[0.14, 0.15, 0.16], [-0.01, -0.06, -0.28], [-0.03, -0.03, 0.36], [0.13, 0.16, -0.29], [-0.08, -0.13, 0.50], [-0.01, -0.11, 0.19], [0.13, 0.18, -0.36], [0.10, 0.20, 0.15], [0.17, 0.31, -0.16], [-0.37, -0.58, -0.02], [-0.04, -0.08, -0.08], [0.18, 0.13, 0.45], [-0.18, -0.35, -0.07], [0.20, 0.29, -0.01], [0.11, -0.32, -0.01], [-0.05, -0.04, -0.33], [0.24, 0.24, 0.19], [-0.11, -0.30, -0.20], [-0.13, 0.03, 0.09], [0.04, 0.27, 0.03], [0.02, -0.24, 0.19], [0.00, 0.13, -0.28], [0.13, -0.14, 0.18], [-0.24, 0.08, -0.09], [-0.02, 0.05, -0.09], [0.06, 0.17, 0.17], [0.01, 0.04, -0.44], [0.01, -0.05, -0.09], [-0.03, -0.04, -0.01], [-0.06, -0.14, -0.01], [-0.06, -0.03, -0.13], [-0.13, -0.03, 0.01], [0.03, 0.08, 0.05], [0.01, 0.03, 0.09], [0.03, 0.02, -0.09], [0.03, 0.06, -0.07], [-0.01, -0.05, 0.11], [-0.02, -0.05, 0.07], [0.04, 0.14, -0.05], [-0.09, -0.14, -0.05], [-0.05, -0.10, 0.21], [0.06, 0.09, -0.09], [0.14, 0.19, 0.09], [-0.09, -0.12, -0.01], [0.06, 0.14, -0.03], [-0.04, -0.09, -0.06], [-0.12, -0.02, -0.06], [0.08, 0.09, 0.02], [-0.01, 0.08, -0.01], [0.03, -0.03, 0.05], [0.06, 0.06, 0.04], [0.05, 0.07, -0.03], [0.03, 0.08, -0.04], [-0.01, -0.02, 0.10], [-0.03, 0.01, 0.09], [-0.06, 0.00, -0.07], [-0.06, 0.02, -0.04], [0.00, -0.07, 0.06], [-0.09, -0.06, -0.02], [-0.04, -0.08, -0.06], [-0.03, -0.07, 0.04]], "lowdin_charge": [-0.113, -0.267, -0.220, -0.173, -0.125, 0.073, -0.474, 0.087, 0.181, -0.162, 0.049, -0.127, -0.467, 0.061, 0.068, -0.174, -0.157, -0.186, -0.188, -0.198, -0.176, -0.206, -0.183, -0.190, -0.018, 0.012, -0.059, -0.362, 0.097, 0.065, 0.072, 0.067, 0.105, 0.103, 0.113, 0.113, 0.103, 0.122, 0.129, 0.125, 0.168, 0.128, 0.125, 0.120, 0.119, 0.112, 0.104, 0.114, 0.129, 0.114, 0.122, 0.110, 0.112, 0.107, 0.112, 0.109, 0.103, 0.113, 0.123, 0.111, 0.123], "smiles": "CCCCCn1c(=O)[nH]c2cc(C(=O)NCCCN3CCCCC3)ccc2c1=O", "lumo_energy_ev": -0.032, "homo_lumo_gap_ha": 0.304, "e_homo_ev": -8.3, "total_energy_ha": -1302.36460, "total_charge": 0, "spin_multiplicity": 1}